Entry 1:
Density functional theory data (ωB97M-V with the def2-TZVPD basis set) for an isolated molecule of C3H5NO2.

## Properties
E_HOMO: -10.4 eV
orbital gap: 10.990 eV
SMILES: O=CCNC=O
E_LUMO: 0.63 eV
E_tot: -322.5390 Eh

```
! wB97M-V def2-TZVPD RIJCOSX def2/J DEFGRID3
* xyz 0 1
O 1.211 -1.689 -1.361
O -1.901 0.809 1.918
N 0.689 0.212 -0.227
C 1.507 -0.577 -0.979
C -1.418 0.806 0.814
C -0.563 -0.319 0.274
H 2.471 -0.090 -1.216
H -0.418 -1.074 1.055
H -1.573 1.656 0.116
H 1.070 1.052 0.180
H -1.075 -0.786 -0.576
*
```

These are the natural (NBO) partial charges, in e, on atoms 1 to 8: atom 1 (O): -0.60, atom 2 (O): -0.49, atom 3 (N): -0.62, atom 4 (C): 0.53, atom 5 (C): 0.43, atom 6 (C): -0.34, atom 7 (H): 0.12, atom 8 (H): 0.22

Entry 2:
Density functional theory data (ωB97M-V with the def2-TZVPD basis set) for a cluster of 9 separate species, C37H37Cl6N7 in total.

## Properties
E_HOMO: -9.3 eV
orbital gap: 9.790 eV
SMILES: ClC(Cl)Cl.ClC(Cl)Cl.c1ccncc1.c1ccncc1.c1ccncc1.c1ccncc1.c1ccncc1.c1ccncc1.c1ccncc1
E_LUMO: 0.46 eV
E_tot: -4576.4895 Eh

```
! wB97M-V def2-TZVPD RIJCOSX def2/J DEFGRID3
* xyz 0 1
Cl 0.703 -4.608 -5.341
Cl 2.790 -4.628 -3.302
Cl -2.232 5.407 4.069
Cl 1.982 -2.106 -4.491
Cl -4.423 4.153 2.669
Cl -1.924 2.749 2.978
N 3.569 0.093 4.523
N 5.063 -3.591 1.690
N 6.581 4.047 0.677
N -2.775 -2.241 -4.046
N -4.470 2.284 -2.407
N -4.066 -0.712 1.663
N 1.391 0.651 0.176
C 5.657 3.903 -0.228
C 3.508 -0.467 5.729
C -5.870 0.261 -0.218
C -5.582 0.992 0.910
C 5.580 -3.770 0.478
C -3.051 3.868 3.726
C 0.206 0.792 0.698
C -5.017 3.427 -2.027
C 2.452 0.306 3.862
C -4.181 -4.115 -5.526
C 1.204 -0.023 4.333
C 5.474 2.367 1.970
C -0.935 0.161 0.232
C -4.372 4.373 -1.236
C -3.527 -1.875 -5.065
C 4.509 2.244 1.015
C 4.545 -1.333 1.017
C -4.290 -2.770 -5.804
C -3.412 -4.505 -4.439
C -5.230 -0.950 -0.432
C -2.710 -3.517 -3.748
C -3.182 4.005 -0.666
C 6.479 3.288 1.755
C 5.117 -1.533 -0.219
C -3.296 1.967 -1.888
C -4.701 0.420 1.834
C -2.624 2.763 -0.957
C 1.511 -0.200 -0.843
C -0.808 -0.683 -0.850
C -4.301 -1.340 0.515
C 4.566 3.067 -0.104
C 2.321 -0.882 6.288
C 1.167 -0.602 5.592
C 2.190 -3.839 -4.778
C 5.604 -2.794 -0.504
C 0.445 -0.869 -1.401
C 4.585 -2.374 1.931
H 4.075 -0.424 1.351
H -5.427 -1.541 -1.311
H 2.313 -1.329 7.272
H -4.857 -2.435 -6.665
H 3.824 3.070 -0.891
H -1.646 -1.121 -1.373
H 0.274 0.104 3.801
H 6.055 -3.068 -1.450
H -2.091 -3.834 -2.910
H 0.230 -0.952 6.023
H -3.357 -5.539 -4.126
H 3.680 1.546 1.082
H -3.556 -0.818 -5.307
H -3.359 3.481 4.683
H 0.621 -1.476 -2.287
H 5.541 1.645 2.776
H -4.590 0.941 2.785
H -4.871 5.296 -0.975
H -3.851 -2.333 0.470
H 2.537 -0.317 -1.178
H -2.657 4.632 0.052
H 2.571 0.760 2.880
H 5.242 -0.730 -0.937
H -2.836 1.062 -2.284
H 5.761 4.538 -1.103
H 0.096 1.381 1.603
H 4.141 -2.223 2.915
H -1.885 0.356 0.709
H -1.651 2.480 -0.583
H -5.993 3.688 -2.429
H 2.975 -3.967 -5.506
H -4.678 -4.847 -6.153
H 6.092 -4.712 0.295
H -6.509 0.666 -0.999
H 4.488 -0.532 6.189
H 7.222 3.439 2.534
H -6.147 1.853 1.237
*
```

These are the Mulliken partial charges, in e, on atoms 1 to 8: atom 1 (Cl): -0.10, atom 2 (Cl): -0.12, atom 3 (Cl): -0.13, atom 4 (Cl): -0.11, atom 5 (Cl): -0.07, atom 6 (Cl): 0.05, atom 7 (N): -0.22, atom 8 (N): -0.58

Entry 3:
Density functional theory data (ωB97M-V with the def2-TZVPD basis set) for a cluster of 2 separate species, C4H11NO2 in total.

## Properties
E_HOMO: -8.9 eV
orbital gap: 9.572 eV
SMILES: CN(C)C(=O)O.C
E_LUMO: 0.68 eV
E_tot: -364.1839 Eh

```
! wB97M-V def2-TZVPD RIJCOSX def2/J DEFGRID3
* xyz 0 1
O -0.277 -1.386 1.789
O -0.928 0.778 1.754
N -0.492 -0.297 -0.243
C 1.982 0.971 0.208
C -0.053 -1.465 -0.979
C -1.502 0.504 -0.900
C -0.312 -0.326 1.173
H -2.375 -0.098 -1.171
H -0.898 -2.117 -1.213
H 0.661 -2.029 -0.381
H -1.070 0.550 2.682
H 1.377 1.862 0.311
H -1.075 0.924 -1.815
H -1.814 1.321 -0.257
H 1.300 0.208 1.019
H 0.434 -1.148 -1.904
H 2.912 1.036 0.758
H 2.132 0.713 -0.831
*
```

These are the natural (NBO) partial charges, in e, on atoms 1 to 8: atom 1 (O): -0.62, atom 2 (O): -0.71, atom 3 (N): -0.48, atom 4 (C): -0.77, atom 5 (C): -0.41, atom 6 (C): -0.40, atom 7 (C): 0.86, atom 8 (H): 0.18

Entry 4:
Density functional theory data (ωB97M-V with the def2-TZVPD basis set) for an isolated molecule of C4H13NSi2.

## Properties
E_HOMO (spin up / spin down): -6.9 / -6.9 eV
orbital gap (spin up / spin down): 6.733 / 6.732 eV
E_LUMO (spin up / spin down): -0.16 / -0.16 eV
E_tot: -793.8212 Eh

```
! wB97M-V def2-TZVPD RIJCOSX def2/J DEFGRID3
* xyz 0 1
Si -0.477 -0.650 2.233
Si 1.040 -1.423 -0.517
N 0.345 -0.152 -1.653
C -0.442 -1.804 0.697
C 1.361 0.557 -2.467
C -0.611 1.208 1.742
C -0.812 0.200 -2.030
H -1.580 -0.253 -1.427
H 0.258 1.795 2.052
H 2.401 0.231 -2.472
H -1.521 1.731 2.037
H 1.866 -0.379 0.367
H -1.818 -0.822 3.146
H 0.850 -0.968 2.972
H -0.081 -2.790 1.231
H 1.110 0.403 -3.467
H 1.521 1.552 -2.285
H -1.315 -1.899 0.137
H -0.884 0.709 -2.890
H -0.670 1.295 0.592
*
```

These are the natural (NBO) partial charges, in e, on atoms 1 to 8: atom 1 (Si): 1.11, atom 2 (Si): 0.69, atom 3 (N): -0.52, atom 4 (C): -1.34, atom 5 (C): -0.44, atom 6 (C): -1.10, atom 7 (C): -0.05, atom 8 (H): 0.20

Entry 5:
Density functional theory data (ωB97M-V with the def2-TZVPD basis set) for an isolated molecule of C2H4N2O.

## Properties
E_HOMO: -9.6 eV
orbital gap: 10.367 eV
SMILES: C=NNC=O
E_LUMO: 0.76 eV
E_tot: -263.2807 Eh

```
! wB97M-V def2-TZVPD RIJCOSX def2/J DEFGRID3
* xyz 0 1
O -1.483 -1.075 -0.083
N 1.073 0.490 -0.148
N -0.287 0.858 -0.022
C 1.497 -0.755 0.014
C -1.534 0.168 -0.059
H -2.486 0.863 0.110
H 2.706 -0.828 -0.031
H 0.755 -1.552 0.104
H -0.243 1.832 0.114
*
```

These are the natural (NBO) partial charges, in e, on atoms 1 to 8: atom 1 (O): -0.60, atom 2 (N): -0.25, atom 3 (N): -0.48, atom 4 (C): -0.13, atom 5 (C): 0.50, atom 6 (H): 0.15, atom 7 (H): 0.21, atom 8 (H): 0.22

Entry 6:
Density functional theory data (ωB97M-V with the def2-TZVPD basis set) for a structure of composition C34H32N2O7SeTaTe.

## Properties
E_HOMO: -10.7 eV
orbital gap: 6.492 eV
E_LUMO: -4.24 eV
E_tot: -4677.3862 Eh

```
! wB97M-V def2-TZVPD RIJCOSX def2/J DEFGRID3
* xyz 1 1
Ta -1.797 0.109 -1.290
Te -3.146 2.312 -1.941
Se -2.085 0.953 1.001
O -1.672 -2.108 -0.255
O 2.138 0.257 -0.825
O -1.038 -2.406 -3.138
O -3.496 -1.060 -1.680
O -2.427 -0.168 -3.356
O 0.002 0.205 -3.123
O 1.034 -0.215 -5.047
N 0.017 -0.655 -0.572
N 0.570 -2.791 -0.159
C -2.446 -2.562 -3.313
C -0.435 -1.927 -0.301
C 3.452 -3.931 -1.006
C -2.926 -1.212 -2.819
C -0.451 -0.418 4.531
C 4.010 -2.149 3.531
C 0.546 0.557 2.120
C -0.282 -1.963 -4.237
C -2.003 5.334 0.971
C 0.918 -0.241 4.360
C 2.769 -2.754 -1.303
C 3.649 -2.841 -3.552
C 2.882 -2.211 -2.578
C 2.594 -2.110 1.130
C -4.205 3.677 0.553
C 1.413 0.248 3.159
C 2.050 -2.720 2.252
C 3.841 -1.490 1.219
C 4.543 -1.506 2.416
C 2.765 -2.750 3.447
C -3.073 5.390 1.857
C -5.402 2.766 0.394
C -0.817 0.371 2.305
C -0.782 4.420 -1.016
C 0.243 -0.549 -4.043
C -3.066 6.335 3.032
C -3.111 3.647 -0.310
C -4.160 4.554 1.631
C 4.323 -4.016 -3.250
C 1.879 -2.121 -0.231
C -1.995 4.465 -0.116
C -1.330 -0.102 3.503
C 1.425 -0.671 -0.595
C 4.231 -4.552 -1.971
H 3.724 -2.410 -4.545
H -1.146 5.981 1.131
H 2.406 -1.264 -2.798
H 4.564 -2.173 4.462
H 2.478 0.403 3.025
H 2.336 -3.241 4.314
H -2.088 6.796 3.166
H -2.734 -2.759 -4.345
H 3.387 -4.355 -0.009
H -3.329 5.810 3.952
H -5.008 4.591 2.311
H 5.511 -1.021 2.476
H -6.277 3.192 0.886
H -0.269 3.460 -0.928
H -0.076 5.206 -0.751
H -2.400 -0.212 3.633
H 1.071 -3.182 2.211
H -3.801 7.130 2.890
H 1.599 -0.462 5.175
H 4.261 -1.001 0.345
H 4.774 -5.457 -1.722
H -5.651 2.593 -0.651
H 0.931 0.966 1.192
H 0.440 -3.771 0.031
H 4.933 -4.503 -4.002
H -5.199 1.795 0.857
H -1.061 4.550 -2.063
H 0.574 -2.624 -4.348
H -0.851 -1.981 -5.167
H -0.841 -0.785 5.473
H -2.773 -3.358 -2.657
H 1.369 0.685 -4.928
*
```

These are the Mulliken partial charges, in e, on atoms 1 to 8: atom 1 (Ta): 0.56, atom 2 (Te): 0.12, atom 3 (Se): 0.01, atom 4 (O): -0.67, atom 5 (O): -0.64, atom 6 (O): -0.24, atom 7 (O): -0.42, atom 8 (O): -0.52

Entry 7:
Density functional theory data (ωB97M-V with the def2-TZVPD basis set) for a structure of composition C35H28AsF8O4PdSeTe.

## Properties
E_HOMO: -4.2 eV
orbital gap: 6.342 eV
E_LUMO: 2.13 eV
E_tot: -7483.6235 Eh

```
! wB97M-V def2-TZVPD RIJCOSX def2/J DEFGRID3
* xyz -1 1
Te -2.344 1.347 2.366
Pd -0.195 1.597 0.682
Se -1.266 3.720 0.414
As 0.127 -0.882 0.933
F 1.736 3.319 -0.950
F 3.002 4.970 -2.559
F -0.458 8.130 -2.164
F -0.898 0.735 -8.767
F 1.957 7.402 -3.201
F 0.952 -0.373 -8.629
F -0.946 -1.392 -8.413
F -1.802 6.463 -0.571
O 2.784 0.794 0.730
O 4.796 1.886 0.380
O 3.566 4.447 2.190
O 1.461 3.496 2.026
C -0.269 0.554 -3.881
C -1.006 -2.711 7.217
C 0.891 0.732 -4.645
C 0.250 1.259 4.447
C -0.446 -0.744 5.742
C 2.538 3.917 2.078
C 0.449 -4.422 -2.438
C -0.278 -0.262 -8.094
C 1.574 -1.549 -0.251
C 0.901 0.454 -6.000
C -0.138 4.787 -0.707
C 1.809 5.334 -2.069
C -0.274 0.862 -2.488
C -0.616 6.055 -1.044
C -1.415 0.063 -4.522
C 1.888 -4.045 -0.104
C 0.201 -2.195 2.374
C 0.950 -5.522 -1.754
C 1.383 -2.933 -0.774
C -1.406 -0.217 -5.875
C 0.062 6.931 -1.867
C -1.438 -1.636 0.061
C 1.288 6.568 -2.394
C -2.742 -1.097 4.227
C 3.764 1.397 0.583
C -1.877 -0.035 3.921
C -0.715 0.136 4.700
C -0.277 1.125 -1.298
C -2.438 -1.950 5.289
C 0.664 -3.141 -1.953
C -1.299 -1.794 6.059
C 1.109 4.472 -1.238
C 1.676 -5.329 -0.588
C -0.248 -0.018 -6.620
C -4.006 -1.394 3.459
H -4.161 -0.701 2.636
H 1.096 -2.074 2.984
H 0.281 -2.282 -2.493
H 0.198 -3.181 1.909
H 0.068 -2.815 7.375
H -1.425 -3.704 7.050
H -1.297 -2.701 -0.122
H 0.783 -6.523 -2.133
H 2.081 -6.179 -0.052
H 1.804 0.601 -6.577
H -2.298 -0.595 -6.357
H -4.876 -1.338 4.118
H -2.282 -1.481 0.732
H 2.497 -1.460 0.321
H 0.459 -0.603 6.324
H -3.122 -2.765 5.511
H 1.077 1.219 5.159
H -0.246 2.229 4.529
H -0.112 -4.560 -3.353
H 2.464 -3.899 0.804
H 1.784 1.098 -4.156
H -1.437 -2.323 8.144
H -2.313 -0.089 -3.938
H -1.622 -1.104 -0.870
H 1.602 -0.819 -1.060
H -3.971 -2.407 3.050
H 0.659 1.215 3.434
H -0.674 -2.076 3.008
*
```

These are the Mulliken partial charges, in e, on atoms 1 to 8: atom 1 (Te): 0.11, atom 2 (Pd): 0.16, atom 3 (Se): -0.34, atom 4 (As): 1.26, atom 5 (F): -0.20, atom 6 (F): -0.33, atom 7 (F): -0.31, atom 8 (F): -0.26

Entry 8:
Density functional theory data (ωB97M-V with the def2-TZVPD basis set) for a structure of composition C5H4LiO6Zn.

## Properties
E_HOMO (spin up / spin down): -15.5 / -15.5 eV
orbital gap (spin up / spin down): 5.129 / 5.075 eV
E_LUMO (spin up / spin down): -10.35 / -10.39 eV
E_tot: -2430.5473 Eh

```
! wB97M-V def2-TZVPD RIJCOSX def2/J DEFGRID3
* xyz 2 2
Zn -2.415 -1.371 1.471
O -6.520 -1.138 2.057
O -0.927 -1.250 0.593
O 3.219 -1.618 3.032
O 2.827 -0.771 1.029
O 2.736 -3.001 1.374
O -4.245 -1.324 1.693
C 0.266 -1.288 0.459
C 2.567 -0.969 -0.350
C -5.397 -1.241 1.873
C 1.056 -0.859 -0.710
C 2.921 -1.851 1.838
Li 3.205 -3.576 3.215
H 0.812 -1.556 -1.529
H 0.745 0.161 -0.982
H 3.109 -0.228 -0.951
H 3.058 -1.890 -0.686
*
```

These are the natural (NBO) partial charges, in e, on atoms 1 to 8: atom 1 (Zn): 1.81, atom 2 (O): -0.27, atom 3 (O): -0.87, atom 4 (O): -0.78, atom 5 (O): -0.51, atom 6 (O): -0.84, atom 7 (O): -0.80, atom 8 (C): 0.84